# 1
A molecular structure, C5H10O at a distorted geometry. Source: the OMol25 dataset; level of theory: ωB97M-V/def2-TZVPD.

energy relative to the best compared isomer or geometry (same formula, charge and spin) = 285.1 kJ/mol
HOMO-LUMO gap = 0.342 Ha
LUMO level = 0.0380 hartree
HOMO = -8.2680 eV
total charge = 0

CARTESIAN COORDINATES (ANGSTROEM)
O1 -0.015 2.069 -1.247
C1 -0.079 -0.838 0.586
C2 -0.381 -1.888 -0.500
C3 -0.922 0.478 0.606
C4 0.970 0.246 0.285
C5 0.080 1.643 0.100
H1 0.406 -2.655 -0.593
H2 1.619 0.404 1.140
H3 1.415 0.160 -0.687
H4 0.710 2.345 0.656
H5 0.031 -1.360 1.560
H6 -1.666 0.428 -0.169
H7 -0.473 -1.397 -1.474
H8 -1.321 -2.429 -0.315
H9 0.897 2.081 -1.589
H10 -1.252 0.701 1.607

---

# 2
C5H10O in the gas phase. Source: the OMol25 dataset; level of theory: ωB97M-V/def2-TZVPD.

energy relative to the best compared isomer or geometry (same formula, charge and spin) = 103.0 kJ/mol
HOMO-LUMO gap = 0.409 Ha
LUMO level = 0.0392 hartree
HOMO = -10.0520 eV
total charge = 0

CARTESIAN COORDINATES (ANGSTROEM)
O1 -1.292 1.703 -0.108
C1 0.540 0.361 0.700
C2 -0.771 0.381 -0.077
C3 1.251 -0.911 1.060
C4 -1.851 -0.490 0.546
C5 1.852 0.017 0.045
H1 -1.939 -0.291 1.619
H2 -2.815 -0.279 0.074
H3 2.746 0.574 0.311
H4 1.824 -0.309 -0.993
H5 0.843 -1.855 0.707
H6 -0.598 2.286 -0.442
H7 0.561 1.140 1.459
H8 1.709 -0.964 2.044
H9 -1.620 -1.551 0.407
H10 -0.585 0.033 -1.108

---

# 3
2 unconnected molecules or ions with the total composition C5H10O. Source: the OMol25 dataset; level of theory: ωB97M-V/def2-TZVPD.

energy relative to the best compared isomer or geometry (same formula, charge and spin) = 229.2 kJ/mol
HOMO-LUMO gap = 0.360 Ha
LUMO level = 0.0411 hartree
HOMO = -8.6676 eV
total charge = 0

CARTESIAN COORDINATES (ANGSTROEM)
O1 -1.112 -0.917 0.328
C1 2.134 0.239 0.472
C2 1.482 1.395 0.496
C3 -1.285 0.171 -0.462
C4 -1.792 1.310 0.000
C5 -0.528 -2.041 -0.298
H1 1.640 2.165 -0.257
H2 -1.911 2.161 -0.659
H3 -0.975 0.051 -1.501
H4 1.952 -0.526 1.223
H5 0.552 -1.902 -0.440
H6 2.866 0.008 -0.298
H7 -2.066 1.413 1.045
H8 -0.996 -2.248 -1.269
H9 0.738 1.614 1.256
H10 -0.698 -2.893 0.363

---

# 4
A molecular structure, C5H10O. Source: the OMol25 dataset; level of theory: ωB97M-V/def2-TZVPD.

energy relative to the best compared isomer or geometry (same formula, charge and spin) = 397.2 kJ/mol
HOMO-LUMO gap = 0.310 Ha
LUMO level = 0.0298 hartree
HOMO = -7.6324 eV
total charge = 0

CARTESIAN COORDINATES (ANGSTROEM)
O1 -0.368 0.210 1.404
C1 -1.247 -0.117 -0.870
C2 0.887 -1.076 0.120
C3 0.055 -1.589 1.309
C4 0.669 1.461 -0.413
C5 -0.002 0.156 -0.039
H1 1.928 -0.782 0.321
H2 1.092 1.384 -1.421
H3 -1.330 0.246 1.497
H4 -1.026 0.043 -1.930
H5 1.474 1.697 0.287
H6 -2.058 0.572 -0.599
H7 0.695 -1.602 2.206
H8 -0.055 2.285 -0.406
H9 -1.586 -1.144 -0.716
H10 0.872 -1.743 -0.750